No. 1
The following is a quantum chemistry calculation of 2 unconnected molecules or ions with the total composition C19H29FNO5P, from OMol25.

Results
Net charge ... -2
Orbital gap ... 2.7 eV
Spin multiplicity ... 1

Element x y z (Å)
C  -0.68088  3.63709  -2.13022
C  -2.13443  3.63198  -1.64370
C  -2.70057  2.19776  -1.56015
N  -2.68551  1.62728  -0.19739
C  -1.52863  0.93855  0.18914
C  -1.31206  0.73523  1.49030
C  -2.21667  1.23863  2.57013
C  -3.61106  0.61288  2.55600
F  -3.86739  0.05945  3.83367
C  -0.12732  -0.03932  1.89820
O  0.47891  0.19103  2.91318
C  0.22048  -1.15493  0.97999
C  0.80503  -2.42933  1.54867
C  2.28639  -2.62180  1.14972
C  3.31458  -1.63745  1.74879
C  3.40204  -0.29888  0.99834
C  3.16012  -1.37208  3.27102
C  -0.00100  -0.97612  -0.32570
P  0.30917  -2.20734  -1.61969
C  -0.50826  -1.58380  -3.16878
C  -0.59720  -3.79087  -1.23375
C  -0.51986  0.35868  -0.73036
O  -0.06408  0.88734  -1.70531
H  -0.54143  3.01645  -3.01479
H  -0.05059  3.17146  -1.37460
H  -0.27294  4.62436  -2.34588
H  -2.18894  4.15024  -0.68024
H  -2.73426  4.14605  -2.40263
H  -2.26172  1.54971  -2.31127
H  -3.76157  2.29832  -1.82826
H  -2.89520  2.39008  0.43776
H  -2.28923  2.33335  2.58198
H  -1.75800  0.97720  3.52435
H  -3.69525  -0.20849  1.84818
H  -4.40107  1.34966  2.41676
H  0.27366  -3.31286  1.18847
H  0.66292  -2.42904  2.62928
H  2.40815  -2.60775  0.06651
H  2.57817  -3.62419  1.49704
H  4.29480  -2.10718  1.61738
H  2.50642  0.30725  1.09974
H  4.21374  0.27130  1.46467
H  3.68383  -0.41231  -0.04891
H  4.11228  -1.59854  3.76742
H  3.00192  -0.30938  3.42496
H  2.40631  -1.98184  3.76440
H  -0.70594  -2.43067  -3.81998
H  0.10414  -0.81456  -3.63924
H  -1.44825  -1.10232  -2.87844
H  0.10805  -4.57948  -0.98126
H  -1.36199  -3.69624  -0.45902
H  -1.09219  -4.12025  -2.15122
C  2.42320  1.71553  -3.54049
O  2.38924  2.80046  -2.88553
O  1.53572  1.41261  -4.43683
O  3.33423  0.81708  -3.36242



No. 2
The following is a quantum chemistry calculation of 11 unconnected molecules or ions with the total composition C71H63O26PS, from OMol25.

Results
Net charge ... 0
Orbital gap ... 7.7 eV
Spin multiplicity ... 1

Element x y z (Å)
C  -0.80002  -0.55549  -1.93410
O  -1.72638  -0.17045  -0.93496
C  -1.39094  1.09473  -0.38958
C  -1.83458  1.21772  1.03820
C  -0.97193  0.43000  2.02227
C  -1.29357  -1.06877  2.12193
C  -0.48165  -1.98979  1.22157
C  1.01150  -1.67651  1.24256
C  1.79805  -2.83098  0.63100
C  2.97842  -2.41616  -0.23888
C  4.07344  -1.55517  0.38690
O  5.19718  -1.53146  -0.49092
P  3.57174  0.24348  0.59630
O  4.62654  1.20233  0.20260
C  4.64420  -2.07867  1.68759
O  3.62153  -2.07252  2.70039
S  3.00836  -3.59761  2.91133
O  2.08618  -3.41377  3.98405
O  2.07596  -3.87177  1.58648
H  0.22127  -0.59360  -1.54493
H  -1.07509  -1.52362  -2.31285
H  -0.81001  0.20039  -2.72264
H  -1.88198  1.87558  -0.97851
H  -0.32358  1.29191  -0.48864
H  -1.75461  2.27213  1.28608
H  -2.88195  0.96312  1.17401
H  0.06916  0.63795  1.78695
H  -1.14015  0.84487  3.00708
H  -2.33211  -1.19275  1.82005
H  -1.25302  -1.40851  3.15007
H  -0.86441  -2.00968  0.21162
H  -0.58878  -3.00221  1.60943
H  1.13598  -0.79656  0.62906
H  1.28775  -1.49985  2.27513
H  1.10244  -3.28971  -0.06313
H  2.55695  -1.85928  -1.07330
H  3.45934  -3.28552  -0.67512
H  4.90819  -1.16281  -1.34195
H  2.41332  0.45273  -0.17926
H  3.16749  0.38840  1.93655
H  5.42658  -1.39394  1.98886
H  5.06287  -3.07221  1.54419
C  -1.85282  -4.04673  -3.67743
C  -2.67254  -5.04118  -4.00101
C  -2.27446  -6.45486  -3.81277
O  -3.01787  -7.36946  -4.10569
C  -0.92636  -6.72044  -3.24994
C  -0.10814  -5.72380  -2.92537
C  -0.51145  -4.30741  -3.11423
O  0.23011  -3.39532  -2.80715
H  -2.12880  -3.00855  -3.80800
H  -3.65770  -4.86505  -4.41116
H  -0.65517  -7.76091  -3.11953
H  0.87816  -5.89346  -2.51141
C  2.22026  0.38357  5.10667
C  3.46004  0.33687  5.58537
C  4.09063  1.53274  6.19780
O  5.22321  1.48803  6.63323
C  3.29084  2.77914  6.25746
C  2.05314  2.82729  5.77515
C  1.42107  1.63465  5.16568
O  0.29077  1.66749  4.72602
H  1.73966  -0.47780  4.65581
H  4.06094  -0.56348  5.55277
H  3.76931  3.63606  6.71343
H  1.45178  3.72619  5.80959
C  2.49092  5.41753  -3.17382
C  1.97210  5.00503  -2.02082
C  2.53239  3.83265  -1.30215
O  2.04668  3.45192  -0.25643
C  3.69358  3.13778  -1.91274
C  4.20713  3.55248  -3.06997
C  3.65072  4.72289  -3.78941
O  4.11870  5.10256  -4.84212
H  2.09833  6.26821  -3.71660
H  1.12495  5.49419  -1.55666
H  4.08327  2.28245  -1.35813
H  5.05193  3.06178  -3.53684
C  10.58013  2.37373  5.50864
C  10.76030  1.15512  6.00957
C  9.65418  0.43043  6.68517
O  9.82116  -0.68097  7.14161
C  8.34166  1.11478  6.77937
C  8.16091  2.33376  6.27865
C  9.26546  3.05794  5.60350
O  9.10410  4.16881  5.14424
H  11.37168  2.92093  5.01252
H  11.70919  0.63718  5.95091
H  7.54675  0.57141  7.27186
H  7.21122  2.84601  6.33772
C  -2.00794  7.47555  1.78388
C  -1.42798  6.63978  0.92746
C  -1.96496  5.27588  0.70082
O  -1.43472  4.51548  -0.08296
C  -3.17260  4.87895  1.46452
C  -3.75392  5.71443  2.32013
C  -3.21798  7.07867  2.54746
O  -3.74598  7.84235  3.32626
H  -1.63262  8.47464  1.96525
H  -0.54571  6.90894  0.36058
H  -3.54947  3.88083  1.28255
H  -4.63695  5.44536  2.88507
C  -0.06651  -6.26571  -8.17385
C  0.39877  -7.25853  -8.92674
C  -0.22301  -8.60713  -8.89178
O  0.20237  -9.51131  -9.57596
C  -1.38326  -8.80368  -7.98687
C  -1.84923  -7.81056  -7.23364
C  -1.22573  -6.46586  -7.27160
O  -1.65000  -5.55644  -6.58442
H  0.37130  -5.27541  -8.18217
H  1.24276  -7.13576  -9.59332
H  -1.82134  -9.79344  -7.97697
H  -2.69171  -7.93253  -6.56437
C  -3.62543  7.89234  -4.53416
C  -4.21806  7.67432  -3.36334
C  -3.98311  6.42040  -2.60620
O  -4.52153  6.21747  -1.53858
C  -3.06101  5.41984  -3.19922
C  -2.46813  5.63853  -4.36994
C  -2.70346  6.89190  -5.12973
O  -2.16278  7.09266  -6.19507
H  -3.78249  8.79870  -5.10480
H  -4.89260  8.39001  -2.91084
H  -2.90035  4.51540  -2.62508
H  -1.79137  4.92377  -4.82068
C  -0.55352  0.90507  8.50698
C  -1.79151  0.44101  8.65108
C  -2.88497  1.31046  9.15328
O  -4.01280  0.88892  9.28667
C  -2.54448  2.71677  9.48649
C  -1.30614  3.18015  9.34168
C  -0.21437  2.31039  8.84007
O  0.91483  2.73284  8.70218
H  0.25870  0.28824  8.14249
H  -2.06061  -0.57990  8.41254
H  -3.35652  3.33340  9.84988
H  -1.03650  4.20146  9.57846
C  -4.64314  -0.51621  -6.08330
C  -4.54548  0.03362  -7.29063
C  -4.26604  -0.79269  -8.49260
O  -4.17494  -0.29205  -9.59166
C  -4.10060  -2.25480  -8.29593
C  -4.19844  -2.80472  -7.08883
C  -4.47910  -1.97746  -5.88959
O  -4.56811  -2.47973  -4.78820
H  -4.84521  0.06628  -5.19330
H  -4.66262  1.09696  -7.45612
H  -3.89664  -2.83790  -9.18484
H  -4.07656  -3.86822  -6.92316
C  -4.19106  -5.46427  -0.01974
C  -5.42583  -5.87271  0.25860
C  -6.50970  -4.90073  0.55185
O  -7.63419  -5.27285  0.80713
C  -6.16361  -3.45766  0.52056
C  -4.92858  -3.04956  0.24161
C  -3.84714  -4.02135  -0.05041
O  -2.72400  -3.64611  -0.30842
H  -3.38549  -6.15513  -0.23605
H  -5.69950  -6.91966  0.28530
H  -6.96883  -2.76701  0.73571
H  -4.65231  -2.00281  0.21164